(1)
{
  "formula": "C5H8",
  "method": "ωB97M-V with the def2-TZVPD basis set",
  "species": ["C", "C", "C", "C", "C", "H", "H", "H", "H", "H", "H", "H", "H"],
  "coordinates": [[1.069907, -0.965979, -0.568111], [0.606802, 0.385344, -0.242216], [-0.202351, -1.826102, -0.643941], [-0.038298, 1.321086, 0.161915], [-1.010817, 2.254999, 0.723772], [-1.933437, 2.278365, 0.134407], [-0.895713, -1.510565, 0.147372], [1.630346, -1.005000, -1.510005], [1.741393, -1.330218, 0.219774], [-1.282381, 1.906213, 1.729312], [-0.648223, 3.279883, 0.823652], [-0.017011, -2.896016, -0.520652], [-0.703475, -1.674427, -1.603489]],
  "forces_ev_per_a": [[0.01, -0.05, -0.02], [-0.25, 0.58, 0.32], [-0.23, -0.23, 0.06], [0.16, -0.54, -0.27], [-0.14, 0.17, 0.33], [0.20, -0.02, -0.02], [0.19, -0.18, -0.22], [-0.10, 0.05, 0.18], [-0.12, 0.10, -0.13], [0.04, 0.13, -0.18], [0.09, -0.10, -0.10], [0.15, 0.09, -0.09], [0.02, 0.01, 0.12]],
  "mulliken_charge": [-0.3799, -0.3988, -1.1018, 0.7228, -1.1517, 0.2703, 0.3209, 0.2691, 0.2625, 0.2691, 0.3107, 0.3215, 0.2854],
  "lumo_energy_ev": 1.08,
  "multiplicity": 1,
  "homo_lumo_gap_ev": 10.433,
  "smiles": "CC#CCC"
}

=====

(2)
{
  "formula": "C5H8",
  "method": "ωB97M-V with the def2-TZVPD basis set",
  "species": ["C", "C", "C", "C", "C", "H", "H", "H", "H", "H", "H", "H", "H"],
  "coordinates": [[0.585346, 1.418546, -0.088545], [-2.028107, -0.108431, 0.254685], [1.671363, -0.820197, 0.197050], [-0.896805, -0.513720, -0.361681], [0.473269, 0.115066, -0.159184], [2.574946, -0.184882, 0.606809], [-1.018307, -1.294182, -1.145866], [-2.063794, 0.643471, 1.112679], [1.400444, -1.654368, 0.972731], [-0.203822, 2.206450, -0.334527], [1.591684, 1.796978, 0.173520], [-3.039931, -0.644009, 0.272230], [1.928387, -1.417045, -0.711523]],
  "forces_ev_per_a": [[0.52, 2.49, -0.27], [-0.64, -0.29, 1.99], [0.01, -0.26, 0.72], [-0.68, 0.23, -0.52], [-0.96, -1.97, 1.03], [-1.77, -1.42, -1.01], [0.35, 0.36, 0.75], [0.63, -0.78, -1.42], [0.29, 1.81, -1.16], [1.05, -1.53, 0.40], [-0.72, 0.11, -0.17], [1.68, 0.61, -0.93], [0.23, 0.63, 0.59]],
  "mulliken_charge": [-0.8013, -0.6392, -0.9687, -0.2666, 0.6157, 0.2908, 0.2715, 0.2383, 0.2548, 0.2891, 0.2009, 0.2428, 0.2719],
  "lumo_energy_ev": 1.15,
  "multiplicity": 1,
  "homo_lumo_gap_ev": 10.412,
  "smiles": "C=CC(=C)C"
}

=====

(3)
{
  "formula": "C5H8",
  "method": "ωB97M-V with the def2-TZVPD basis set",
  "species": ["C", "C", "C", "C", "C", "H", "H", "H", "H", "H", "H", "H", "H"],
  "coordinates": [[-0.758208, -0.704903, -1.426138], [-1.429307, -0.648002, -0.269765], [-1.218060, -0.025143, 0.872418], [1.182557, 0.069899, -0.019584], [0.192681, 0.611454, 1.004891], [-0.588085, 0.238670, -1.948814], [1.453262, 0.821039, -0.768722], [0.623383, -0.747126, -0.508384], [2.049530, -0.448633, 0.378181], [0.580875, 0.489226, 2.019435], [-0.196140, -1.546000, -1.840715], [0.037565, 1.691241, 0.840712], [-1.930053, 0.198277, 1.666485]],
  "forces_ev_per_a": [[-1.28, -0.29, -0.07], [0.75, 0.74, -0.52], [-0.15, -0.10, -0.26], [0.16, -0.20, 0.31], [0.11, 0.02, 0.17], [-0.56, -0.27, -0.30], [0.17, -0.32, 0.16], [1.37, 0.58, 0.23], [0.34, 0.50, 0.36], [-0.17, 0.01, -0.04], [-0.83, -0.14, 0.03], [0.04, -0.26, 0.19], [0.05, -0.25, -0.28]],
  "mulliken_charge": [-0.5514, -0.0811, -0.4957, -0.9362, -0.2653, 0.2973, 0.2532, 0.1892, 0.3530, 0.3132, 0.3336, 0.2359, 0.3543],
  "lumo_energy_ev": 1.00,
  "multiplicity": 1,
  "homo_lumo_gap_ev": 10.068,
  "smiles": "C=C=CCC"
}

=====

(4)
{
  "formula": "C5H8AgO3",
  "method": "ωB97M-V with the def2-TZVPD basis set",
  "species": ["Ag", "O", "O", "O", "C", "C", "C", "C", "C", "H", "H", "H", "H", "H", "H", "H", "H"],
  "coordinates": [[-0.385089, -0.549507, -3.583218], [-0.539727, 0.871852, -1.185918], [0.559688, -1.019665, 1.823408], [0.146704, -1.160290, -1.796329], [0.019257, -0.306698, -0.855068], [-0.979557, 1.216511, -2.562917], [0.446481, -1.960523, 4.028007], [-0.429783, 2.598276, -2.874945], [1.038901, -1.779871, 2.667983], [-0.698402, 3.344710, -2.104570], [0.852913, -2.882920, 4.470106], [-0.648236, -2.009256, 3.991399], [-0.844558, 2.952354, -3.831578], [0.666674, 2.603003, -2.969080], [-2.076648, 1.298434, -2.473099], [2.104367, -2.085423, 2.576741], [0.767014, -1.130986, 4.679077]],
  "forces_ev_per_a": [[-0.81, 0.71, -3.41], [1.34, -1.73, 1.84], [0.69, -2.01, 1.49], [1.05, 0.27, 5.60], [-1.40, 0.67, -4.31], [-0.62, 0.73, 0.08], [-0.21, -0.95, 0.28], [0.23, 0.10, -0.10], [0.00, 3.15, -0.87], [0.02, -0.32, -0.17], [-0.26, 0.23, 0.01], [0.28, 0.14, 0.04], [0.07, -0.17, 0.25], [-0.33, -0.05, 0.04], [0.39, -0.14, -0.11], [-0.34, -0.46, -0.32], [-0.10, -0.14, -0.36]],
  "lowdin_spin": [0.1046, 0.0903, 0.0198, 0.2512, 0.3452, 0.1469, 0.0004, 0.0231, 0.0009, 0.0079, 0.0001, 0.0000, 0.0043, -0.0004, 0.0061, -0.0001, 0.0000],
  "lumo_energy_ev": [-0.32, -1.09],
  "s2": 0.761,
  "multiplicity": 2,
  "homo_lumo_gap_ev": [7.325, 6.598]
}

=====

(5)
{
  "formula": "C5H8B3F6NO8PS2",
  "method": "ωB97M-V with the def2-TZVPD basis set",
  "species": ["S", "S", "P", "F", "F", "F", "F", "F", "F", "O", "O", "O", "O", "O", "O", "O", "O", "N", "C", "C", "C", "C", "C", "B", "B", "B", "H", "H", "H", "H", "H", "H", "H", "H"],
  "coordinates": [[2.096971, -0.668250, -3.552174], [-0.203955, -0.870429, -2.041076], [-1.503951, -1.622613, 3.362367], [-2.471520, -0.029423, -1.082377], [2.558463, 1.887971, -4.072995], [-1.059601, 1.553834, -1.528190], [-2.151890, 0.588071, -3.129693], [3.670138, 0.481562, -5.286173], [1.569090, 0.827685, -5.674804], [3.135961, -0.618629, -2.561891], [-0.830999, -2.065465, -2.529349], [-0.571762, 1.127025, 3.692710], [0.307845, -0.900065, -0.692464], [-2.998640, -1.809485, 4.107084], [-1.997851, 0.875291, 1.851391], [-0.169204, 2.412383, 1.763564], [2.030078, -1.835053, -4.385544], [0.701381, -0.110481, -3.073268], [-1.549625, 0.386463, -1.958728], [1.870896, 1.451228, 3.080683], [2.412014, 0.548394, 2.251995], [-1.851839, -2.253778, 1.687266], [2.484776, 0.716669, -4.709467], [-1.435490, 2.042631, 1.364258], [0.360592, 1.725635, 2.842897], [-1.392515, 0.292308, 2.948571], [3.158332, -0.178110, 2.557705], [2.055115, 0.462773, 1.226823], [-1.277173, -1.663278, 0.970754], [-2.903246, -2.106186, 1.434733], [-1.569857, -3.299874, 1.606745], [-2.067473, 2.723535, 0.629608], [-2.845184, -2.011793, 5.031614], [2.440125, 1.939454, 3.867425]],
  "forces_ev_per_a": [[0.11, 0.07, -0.09], [-0.12, 0.06, 0.03], [0.45, -0.21, 0.24], [-0.01, 0.02, -0.01], [0.04, 0.00, 0.01], [-0.09, 0.08, -0.01], [0.03, -0.02, -0.02], [0.00, -0.01, 0.01], [0.01, -0.03, -0.03], [-0.04, 0.05, 0.03], [0.01, 0.01, -0.01], [0.70, -0.79, -0.07], [0.02, 0.05, 0.01], [-0.12, 0.25, -0.17], [0.40, -0.09, -0.08], [-0.03, -0.43, -0.13], [-0.06, 0.02, -0.01], [0.08, -0.26, 0.10], [0.15, -0.05, -0.02], [0.16, 0.72, -0.49], [-0.17, -0.02, -0.02], [-0.22, 0.37, 0.05], [-0.09, 0.03, 0.04], [-0.29, 0.14, -0.13], [-0.08, 1.00, -0.17], [-0.83, 0.39, 0.08], [0.75, 0.69, -0.23], [-0.61, -0.70, 0.28], [0.16, -0.16, -0.04], [-0.03, -0.09, 0.01], [-0.08, -0.04, -0.05], [0.04, 0.06, 0.01], [0.00, -0.10, 0.08], [-0.23, -1.01, 0.79]],
  "mulliken_charge": [0.9782, 0.8715, -0.1467, -0.2157, -0.2338, -0.2419, -0.2456, -0.2286, -0.2399, -0.6430, -0.6569, -0.1772, -0.5718, -0.5141, -0.5796, -0.5748, -0.6504, -0.2579, 0.6468, -0.1252, -0.6911, -0.3663, 0.6608, 0.8472, 0.4522, 0.5506, 0.2147, 0.2805, -0.2208, 0.2671, 0.3558, -0.1643, 0.3037, 0.3165],
  "lumo_energy_ev": 2.37,
  "multiplicity": 1,
  "homo_lumo_gap_ev": 8.586,
  "charge": -1
}

=====

(6)
{
  "formula": "C5H8Br3N2",
  "method": "ωB97M-V with the def2-TZVPD basis set",
  "species": ["Br", "Br", "Br", "N", "N", "C", "C", "C", "C", "C", "H", "H", "H", "H", "H", "H", "H", "H"],
  "coordinates": [[-0.570633, 0.202636, 2.927703], [3.217797, -0.622332, -0.244102], [1.966430, 2.649931, -0.356577], [-0.437916, 1.170689, 0.264268], [0.441349, -1.195701, 0.396762], [0.373475, -2.306619, -0.564924], [-1.225794, 1.844198, -0.714099], [1.364808, -0.156290, 0.150493], [-1.039625, 0.305441, 1.063045], [0.880831, 1.106505, 0.156980], [-2.189307, 2.069547, -0.389980], [0.358781, -1.637311, 1.318396], [-1.330785, 1.387758, -1.684430], [1.392859, -2.673108, -0.774231], [-0.780302, 2.746351, -0.891440], [-2.057913, 0.201129, 0.940957], [-0.038775, -1.984337, -1.428775], [-0.325282, -3.108486, -0.170045]],
  "forces_ev_per_a": [[-0.08, -0.24, -1.01], [-1.51, 0.46, 0.27], [-1.13, -1.30, 0.60], [-3.22, 0.05, 1.19], [-0.47, -0.84, 0.50], [0.84, -1.80, 2.33], [-0.46, -0.56, -1.24], [1.09, -0.82, 0.36], [2.67, 1.08, 1.31], [4.21, 0.13, -1.10], [-1.58, 0.12, 1.00], [0.64, 0.97, -0.03], [0.38, -0.86, -0.24], [-0.54, -0.23, 0.19], [1.22, 2.49, -0.46], [-2.00, -0.72, -0.51], [-1.23, 1.17, -2.91], [1.16, 0.90, -0.25]],
  "mulliken_charge": [0.0077, -0.0431, -0.0457, 0.1608, -0.1358, -0.9194, -1.0232, 0.2916, -0.2525, -0.0305, 0.4008, 0.2902, 0.3604, 0.2918, 0.4004, 0.5414, 0.3903, 0.3147],
  "lumo_energy_ev": -5.11,
  "multiplicity": 1,
  "homo_lumo_gap_ev": 8.277,
  "charge": 1,
  "smiles": "CN/C(Br)=C(Br)\\[N+](C)=C/Br"
}